Formula: C27H30FN3O5S
Source: the Open Molecules 2025 dataset
Level of theory: the ωB97M-V functional and the def2-TZVPD basis

Last column: Löwdin charge in e.
CARTESIAN COORDINATES (ANGSTROEM)
C (-6.69, -2.54, 4.07)  -0.063
C (-6.38, -1.25, 4.82)  -0.248
O (-5.86, -0.24, 3.97)  -0.051
C (-4.58, -0.30, 3.53)  -0.267
C (-3.63, -1.24, 3.94)  -0.010
C (-2.34, -1.19, 3.44)  -0.022
C (-1.97, -0.21, 2.51)  -0.288
N (-0.65, -0.21, 2.03)  -0.157
C (0.01, 1.02, 1.69)  -0.088
C (-0.07, 1.26, 0.18)  -0.440
O (-1.03, 0.85, -0.44)  0.049
N (0.93, 1.95, -0.41)  -0.038
C (2.17, 2.37, 0.19)  -0.114
C (3.27, 1.36, -0.17)  -0.142
N (3.40, 1.34, -1.61)  -0.100
C (4.58, 0.82, -2.17)  -0.164
C (5.49, 0.06, -1.43)  -0.018
C (6.65, -0.42, -2.00)  -0.091
C (6.94, -0.17, -3.33)  -0.092
C (6.06, 0.60, -4.08)  -0.008
C (4.90, 1.10, -3.51)  -0.224
O (4.06, 1.86, -4.32)  -0.124
C (3.99, 3.23, -3.96)  -0.078
C (2.16, 0.93, -2.24)  -0.113
C (1.04, 1.90, -1.86)  -0.096
S (-0.16, -1.54, 1.12)  0.723
O (1.12, -1.17, 0.57)  -0.279
O (-0.20, -2.69, 1.98)  -0.266
C (-1.33, -1.82, -0.20)  -0.263
C (-2.63, -2.15, 0.09)  -0.036
C (-3.54, -2.36, -0.94)  0.018
C (-3.09, -2.22, -2.24)  -0.263
F (-3.97, -2.42, -3.25)  0.064
C (-1.78, -1.91, -2.55)  0.017
C (-0.89, -1.71, -1.51)  -0.056
C (-2.92, 0.72, 2.10)  -0.005
C (-4.20, 0.68, 2.61)  0.013
H (-7.39, -2.33, 3.26)  0.079
H (-5.79, -2.97, 3.64)  0.065
H (-7.14, -3.25, 4.75)  0.077
H (-7.30, -0.82, 5.22)  0.123
H (-5.69, -1.44, 5.65)  0.116
H (-3.87, -2.02, 4.65)  0.108
H (-1.61, -1.92, 3.74)  0.112
H (1.05, 0.91, 2.01)  0.115
H (-0.45, 1.85, 2.23)  0.148
H (2.07, 2.48, 1.26)  0.118
H (2.43, 3.34, -0.24)  0.132
H (4.21, 1.68, 0.28)  0.130
H (2.98, 0.37, 0.23)  0.117
H (5.28, -0.18, -0.40)  0.105
H (7.33, -1.01, -1.41)  0.102
H (7.84, -0.55, -3.79)  0.100
H (6.25, 0.82, -5.11)  0.119
H (3.70, 3.35, -2.92)  0.076
H (4.96, 3.72, -4.13)  0.096
H (3.24, 3.67, -4.61)  0.093
H (2.29, 0.91, -3.32)  0.127
H (1.88, -0.08, -1.89)  0.122
H (0.08, 1.55, -2.27)  0.126
H (1.25, 2.90, -2.24)  0.127
H (-2.94, -2.26, 1.12)  0.109
H (-4.56, -2.61, -0.74)  0.121
H (-1.47, -1.83, -3.58)  0.122
H (0.14, -1.46, -1.69)  0.100
H (-2.67, 1.46, 1.37)  0.113
H (-4.95, 1.39, 2.31)  0.121

Output
**SMILES**: CCOc1ccc(N(CC(=O)N2CCN(c3ccccc3OC)CC2)S(=O)(=O)c2ccc(F)cc2)cc1
**Highest occupied orbital energy**: -8.110 eV
**M**: 527.62 u
**Multiplicity**: 1
**LUMO energy**: 0.6 eV
**Energy relative to the best compared isomer or geometry (same formula, charge and spin)**: 1.3 kJ/mol

---

Formula: C2HClN2S
Source: the Open Molecules 2025 dataset
Level of theory: the ωB97M-V functional and the def2-TZVPD basis

Last column: Löwdin charge in e.
CARTESIAN COORDINATES (ANGSTROEM)
S (-0.96, 3.10, 0.03)  0.835
C (-0.32, 1.70, -0.05)  -0.634
C (0.25, 0.50, -0.02)  -0.259
N (1.58, 0.22, 0.03)  -0.127
N (2.46, 1.07, -0.18)  -0.426
Cl (4.05, 0.41, 0.04)  0.500
H (-0.37, -0.39, 0.01)  0.111

Output
**SMILES**: S=C=C/N=N/Cl
**Highest occupied orbital energy**: -9.048 eV
**M**: 120.56 u
**Multiplicity**: 1
**LUMO energy**: -1.1 eV
**Energy relative to the best compared isomer or geometry (same formula, charge and spin)**: 209.3 kJ/mol